No. 1
Here is a molecular structure, ArH26O13 from the Open Molecules 2025 dataset. Energies are from the ωB97M-V functional and the def2-TZVPD basis.

Geometry as XYZ:
```
40
Properties=species:S:1:pos:R:3:forces:R:3
Ar 0.197199 0.520693 -0.139874 0.056 -0.132 -0.080
O -0.663821 1.218183 -3.845354 0.422 0.073 -0.398
H -0.308261 1.937643 -3.323634 0.206 0.158 0.049
H -1.463551 0.961273 -3.386364 -0.360 -0.070 0.105
O -0.221081 -2.543887 2.211976 0.518 0.579 0.549
H -0.625391 -2.628237 1.348456 -0.490 -0.315 -0.437
H -0.298781 -3.415677 2.599526 0.009 -0.199 0.111
O -3.007151 1.823673 0.336036 0.364 -0.062 -0.404
H -3.890021 1.543043 0.576886 -0.260 -0.198 0.350
H -3.143101 2.578953 -0.236064 -0.115 0.534 -0.051
O -1.312291 -0.175167 3.478976 -0.422 0.608 0.155
H -1.020871 -0.995367 3.080756 0.275 -0.692 -0.263
H -0.584641 0.430973 3.339906 0.180 -0.010 0.165
O -2.812121 0.495623 -2.297834 -0.084 -0.171 -0.235
H -3.712771 0.706103 -2.544304 -0.274 -0.119 -0.237
H -2.657761 1.000043 -1.499114 0.121 0.087 0.792
O -0.623951 2.932593 1.713176 0.325 0.471 0.104
H -0.250821 2.176553 2.166396 0.067 -0.122 0.104
H -1.417131 2.595363 1.296796 -0.396 -0.264 -0.077
O 2.662319 -2.019577 1.798156 0.328 -0.220 -0.178
H 1.711169 -2.051467 1.900716 -0.539 -0.233 0.103
H 2.868429 -1.085607 1.760196 0.304 0.485 0.110
O -1.259061 -1.885547 -1.995074 0.146 -0.480 0.088
H -1.483271 -2.366267 -2.791854 0.033 -0.169 -0.382
H -1.681741 -1.033397 -2.101954 -0.383 0.517 -0.010
O -1.908261 -3.311717 0.215296 -0.257 -0.352 0.449
H -2.518441 -4.022417 0.018296 -0.101 -0.216 0.198
H -1.681471 -2.946177 -0.639784 0.214 0.557 -0.652
O 1.482749 -2.070947 -2.583434 0.166 -0.360 -0.390
H 2.020429 -1.607747 -1.941114 0.305 0.239 0.204
H 0.582299 -1.921137 -2.295344 -0.331 0.079 0.076
O 1.873499 4.422603 1.480926 0.522 0.018 -0.022
H 1.686299 5.340553 1.284596 0.034 0.203 -0.002
H 1.028219 3.981673 1.395406 -0.569 -0.271 0.011
O 3.839619 0.758143 1.443296 0.013 -0.112 0.321
H 3.649389 0.711453 0.506356 -0.103 -0.203 -0.569
H 3.725519 1.682153 1.665596 -0.044 0.294 0.200
O 3.393519 -0.489367 -1.174734 -0.114 0.307 0.209
H 4.001439 -1.176267 -0.901184 0.181 -0.384 0.295
H 3.823669 -0.071327 -1.920694 0.055 0.144 -0.359
```
Positions in Å, forces in eV/Å.

Its max |F| is 0.0185 Eh/bohr. The total energy is -1521.23720 Eh. Its LUMO energy is -0.61 eV. For the gap between HOMO and LUMO, the calculation gives 9.643 eV.

=====

No. 2
Here is a gas-phase ion, C12H17ClN (charge +1) from the Open Molecules 2025 dataset. Energies are from the ωB97M-V functional and the def2-TZVPD basis.

Geometry as XYZ:
```
31
Properties=species:S:1:pos:R:3:forces:R:3
N 0.771912 -1.376757 0.501491 -0.162 -0.036 0.050
C 0.831257 -0.556716 -0.760212 0.139 0.293 -0.732
C 0.382815 -1.406242 -1.942004 -0.121 -0.177 0.116
C -1.101133 -1.756874 -1.866020 0.026 0.274 -0.208
C -1.927373 -0.481143 -1.754246 -0.063 -0.169 0.215
C -1.529543 0.321892 -0.518029 0.008 0.114 -0.432
C -0.046099 0.692954 -0.521373 0.057 0.212 0.022
Cl 0.264367 1.797920 -1.932169 -0.048 -0.255 0.151
C 0.436384 1.403661 0.732710 -0.032 0.214 0.027
C -0.376508 1.600672 1.846482 -0.009 -0.118 -0.167
C 0.109585 2.259910 2.964635 0.072 0.046 0.130
C 1.410339 2.729809 2.992280 -0.112 -0.005 0.014
C 2.226462 2.545464 1.887731 0.058 -0.055 -0.050
C 1.744577 1.890441 0.770205 0.007 -0.063 0.069
H 0.853680 -0.726783 1.302427 -0.004 -0.274 -0.033
H 1.512617 -2.084117 0.532100 -0.173 0.137 0.042
H -0.145780 -1.844334 0.525936 0.359 0.049 0.230
H 1.868025 -0.240952 -0.898520 -0.092 -0.085 0.210
H 0.995256 -2.307820 -2.003591 0.102 -0.004 -0.048
H 0.559151 -0.828151 -2.848554 0.117 -0.008 0.033
H -1.314010 -2.420854 -1.020814 -0.084 -0.123 0.015
H -1.383040 -2.298799 -2.767453 0.014 -0.141 0.068
H -1.776258 0.125140 -2.646088 -0.067 0.026 -0.057
H -2.987143 -0.726128 -1.693317 -0.023 0.045 -0.037
H -2.118250 1.237837 -0.475818 0.024 0.011 0.187
H -1.762739 -0.263802 0.375647 -0.028 0.008 0.124
H -1.402217 1.269895 1.851145 -0.135 -0.046 -0.030
H -0.540850 2.414677 3.811010 -0.060 0.014 0.094
H 1.781276 3.250609 3.860339 0.039 0.052 0.100
H 3.236279 2.924102 1.889921 0.108 0.043 -0.001
H 2.379609 1.791696 -0.097120 0.085 0.019 -0.105
```
Positions in Å, forces in eV/Å.

Its max |F| is 0.0156 Eh/bohr. The SMILES is [NH3+][C@H]1CCCC[C@@]1(Cl)c1ccccc1. The total charge is +1. The total energy is -982.19624 Eh. Its LUMO energy is -3.23 eV. For the gap between HOMO and LUMO, the calculation gives 9.643 eV.

=====

No. 3
Here is 2 unconnected molecules or ions with the total composition C10H14BrClSi at a distorted geometry from the Open Molecules 2025 dataset. Energies are from the ωB97M-V functional and the def2-TZVPD basis.

Geometry as XYZ:
```
27
Properties=species:S:1:pos:R:3:forces:R:3
C 2.323498 -3.413451 -0.656193 -0.945 3.642 -0.815
C 1.454207 -2.527043 -1.395586 0.398 -0.588 2.216
C 3.080587 -2.940370 0.363446 -0.007 0.116 1.885
C 1.253389 -1.215465 -0.910840 0.307 -0.204 -1.361
C 2.862991 -1.617442 0.794829 2.100 0.145 1.257
C 2.042305 -0.734283 0.166050 -1.480 0.765 -1.066
C -3.561201 0.641514 -0.212289 -0.327 1.785 0.740
C -2.275798 1.406215 -0.653359 1.331 -3.711 1.504
C -1.906242 2.478476 0.340182 1.929 -1.280 -0.383
C -1.440003 1.938313 1.642675 -0.517 -0.114 -1.889
Si 1.895054 1.125682 0.699963 -0.169 -0.914 -0.262
Cl 3.726654 1.743515 1.419673 -0.028 -0.056 0.047
Br 1.435439 2.340144 -1.120393 0.113 -0.062 -0.021
H 2.542297 -4.377814 -0.875124 -0.125 -2.898 -1.355
H 0.877141 -3.020522 -2.157880 -0.229 0.524 -0.466
H 3.704973 -3.695225 0.917062 -0.409 1.305 -0.500
H 0.616413 -0.488118 -1.473771 0.432 -0.918 0.549
H 3.469788 -1.159158 1.590891 -0.113 -0.720 -0.108
H -4.481094 1.305374 -0.519555 1.524 -0.975 1.391
H -3.758284 -0.243157 -0.805458 0.389 -0.493 0.287
H -3.397458 0.446218 0.943708 -1.111 0.160 -2.391
H -2.379052 1.777730 -1.588794 -0.684 1.546 -2.961
H -1.430567 0.608421 -0.875854 -1.210 1.433 1.053
H -1.048805 3.066978 -0.011390 -0.345 0.334 -0.446
H -2.761585 3.066880 0.415340 -1.342 1.566 0.446
H -1.147545 0.905143 1.519287 0.116 -0.052 1.272
H -1.697112 2.581453 2.443380 0.403 -0.336 1.379
```
Positions in Å, forces in eV/Å.

Its max |F| is 0.0821 Eh/bohr. The total energy is -3713.07434 Eh. Its LUMO energy (spin up / spin down) is 0.31 / -1.39 eV. For the gap between HOMO and LUMO (spin up / spin down), the calculation gives 8.329 / 6.774 eV.

=====

No. 4
Here is 5 unconnected molecules or ions with the total composition C18H44ClN4O6 at a distorted geometry from the Open Molecules 2025 dataset. Energies are from the ωB97M-V functional and the def2-TZVPD basis.

Geometry as XYZ:
```
73
Properties=species:S:1:pos:R:3:forces:R:3
Cl 0.964431 0.886973 0.598969 0.527 0.282 -0.965
O 0.050648 1.976082 0.427157 -2.308 -0.417 -0.747
O 1.758907 0.764186 -0.587489 -0.458 -1.186 -1.522
O 1.828055 1.324568 1.572852 3.178 0.877 4.250
O 0.406637 -0.385229 1.040221 -0.990 0.312 -0.975
C -5.387079 -3.998094 5.127385 -0.230 -0.854 -1.406
C -4.838602 -3.409576 3.776703 1.947 1.824 3.191
N -3.669489 -4.126434 3.174519 -3.820 -1.176 -2.962
C -2.991108 -3.483329 2.026449 1.346 1.455 1.373
C -2.786217 -1.995044 2.205394 -0.228 0.418 -0.290
C -4.144127 -5.467228 2.821051 1.594 -2.237 -0.112
C -3.039228 -6.478652 2.309717 0.582 0.195 1.366
H -6.075234 -4.781242 4.809214 -0.021 -0.310 0.563
H -5.993745 -3.317800 5.725086 0.277 0.458 -0.448
H -4.620945 -4.410957 5.783650 0.109 0.041 -0.241
H -5.660691 -3.164081 3.104398 0.330 -0.524 -0.647
H -4.371548 -2.463277 4.049615 -0.358 0.325 -0.151
H -1.959375 -3.829830 1.966822 -0.185 -0.868 -0.159
H -3.538031 -3.721858 1.114270 -0.088 -0.310 0.050
H -3.716866 -1.427596 2.207241 0.084 0.046 0.020
H -2.198599 -1.768644 3.095076 -0.096 -0.032 0.057
H -2.180810 -1.647917 1.368088 0.013 0.106 -0.036
H -4.731120 -5.447184 1.902833 -0.721 0.957 0.234
H -4.738695 -5.850745 3.650206 0.182 -0.075 -0.269
H -3.048295 -6.742163 1.252075 -0.105 0.666 0.013
H -3.026957 -7.443429 2.816811 -0.621 0.106 0.286
H -2.082660 -6.062674 2.626013 0.243 0.001 -0.531
C -1.573582 2.621794 -2.860458 -0.381 1.210 0.592
C -0.610972 1.521860 -2.739008 0.758 -1.131 -0.179
N -0.560650 0.711537 -3.947303 2.027 -0.155 -1.284
C 0.806212 0.158879 -4.096074 0.889 -0.172 -1.335
C 1.128488 -0.606106 -5.428692 -1.833 0.879 0.376
C -1.593320 -0.298988 -4.117608 -0.070 1.425 0.235
C -1.440862 -1.377434 -3.078874 -0.687 -1.205 -1.424
H -1.282186 3.392577 -3.573956 0.184 -0.310 -0.404
H -1.460110 3.128679 -1.902192 -0.999 0.171 0.276
H -2.578899 2.290269 -3.120308 -0.146 0.174 0.406
H 0.353069 1.941683 -2.451804 0.376 -0.023 -0.784
H -0.719875 0.895333 -1.853734 -0.795 -0.016 0.282
H 1.145438 -0.435171 -3.247470 -0.107 -0.029 0.327
H 1.516143 0.977324 -4.215408 -0.296 0.461 0.706
H 0.519315 -0.083556 -6.166229 -0.060 0.015 -0.344
H 0.755050 -1.630107 -5.435963 0.509 -0.197 -0.008
H 2.151876 -0.454247 -5.771788 0.062 -0.503 0.440
H -2.556183 0.209023 -4.063581 -0.229 0.155 0.791
H -1.694436 -0.580186 -5.165849 0.857 -0.709 -0.065
H -2.235712 -2.096232 -3.277951 -0.796 0.118 0.904
H -0.624969 -2.055931 -3.327980 0.770 0.560 0.462
H -1.396656 -0.902616 -2.098715 -0.052 -0.722 0.053
C 2.745840 5.003418 0.554927 3.361 1.312 2.221
O 3.715832 5.441099 1.201273 -1.691 -0.641 -0.589
N 2.246861 5.688221 -0.468647 -2.396 -0.198 -2.820
C 1.079838 5.112380 -1.179148 0.724 0.485 0.083
C 2.804889 6.896997 -1.087261 0.961 0.010 1.792
H 2.284887 4.037183 0.812052 -0.211 0.172 -0.280
H 1.311801 4.916055 -2.225924 0.104 0.363 -0.232
H 0.301117 5.870516 -1.095832 -0.452 -0.398 -0.226
H 0.788471 4.129613 -0.808519 -0.076 0.265 0.577
H 3.560701 7.231928 -0.376865 0.619 -0.346 -0.277
H 3.234793 6.749842 -2.078037 -0.053 -0.331 0.063
H 2.208577 7.809351 -1.098167 -1.086 -0.498 -0.173
C 5.077796 2.024319 0.707968 0.066 3.103 0.173
O 5.305481 3.212280 1.039551 -0.442 -2.555 -1.321
N 5.516745 1.003432 1.418456 0.661 -1.750 0.641
C 4.999907 -0.344941 1.314314 -0.121 -0.432 0.142
C 6.246976 1.221531 2.627436 -0.302 -0.209 0.807
H 4.529203 1.682397 -0.183292 -0.174 0.458 -0.039
H 4.661469 -0.571729 0.303314 -0.311 0.111 0.234
H 4.267642 -0.562394 2.091867 -0.952 0.568 -0.331
H 5.696324 -1.122839 1.627315 1.032 0.317 -0.554
H 5.551424 1.074772 3.453740 -0.062 0.036 0.392
H 6.967789 0.406446 2.692018 0.476 0.362 0.181
H 6.639202 2.232912 2.734083 0.161 -0.283 -0.425
```
Positions in Å, forces in eV/Å.

As for the multiplicity: 2. Its max |F| is 0.1046 Eh/bohr. The total energy is -1842.35266 Eh. Its LUMO energy (spin up / spin down) is -0.82 / -5.82 eV. For the gap between HOMO and LUMO (spin up / spin down), the calculation gives 6.502 / 1.450 eV. The expectation value of S² is 0.755.